(1)
{
  "formula": "C28H26IrN2O3",
  "method": "ωB97M-V with the def2-TZVPD basis set",
  "symbols": ["Ir", "C", "O", "C", "C", "C", "C", "C", "C", "N", "N", "C", "C", "O", "C", "C", "C", "C", "C", "C", "C", "C", "H", "H", "H", "H", "H", "H", "H", "H", "H", "H", "H", "H", "H", "C", "C", "C", "C", "C", "C", "C", "H", "H", "H", "H", "H", "C", "C", "C", "O", "C", "H", "H", "H", "H", "H", "H", "H", "H"],
  "positions_angstrom": [[0.826, 0.574, 0.277], [2.842, 2.949, 1.355], [1.566, 2.542, 0.870], [0.682, 3.503, 0.386], [0.978, 4.849, 0.378], [0.027, 5.750, -0.093], [-1.199, 5.281, -0.532], [-1.493, 3.926, -0.510], [-0.558, 3.000, -0.053], [-0.809, 1.610, -0.014], [-2.093, 1.341, -0.068], [-2.603, 0.085, -0.114], [-2.064, -1.059, -0.687], [-0.851, -1.038, -1.392], [-2.728, -2.295, -0.673], [-3.972, -2.419, -0.129], [-4.613, -1.283, 0.424], [-5.917, -1.372, 0.967], [-6.537, -0.275, 1.492], [-5.872, 0.966, 1.500], [-4.607, 1.079, 0.988], [-3.945, -0.038, 0.431], [2.716, 3.622, 2.203], [3.409, 3.436, 0.561], [3.346, 2.041, 1.666], [1.934, 5.203, 0.735], [0.251, 6.808, -0.111], [-1.942, 5.975, -0.903], [-2.448, 3.560, -0.855], [-2.225, -3.141, -1.123], [-4.482, -3.374, -0.121], [-6.416, -2.334, 0.956], [-7.536, -0.357, 1.903], [-6.362, 1.835, 1.921], [-4.088, 2.026, 1.006], [0.158, -0.973, -0.453], [0.783, -2.302, -0.233], [0.768, -3.294, -1.218], [1.417, -4.499, -1.007], [2.069, -4.742, 0.196], [2.065, -3.775, 1.193], [1.423, -2.564, 0.980], [0.251, -3.099, -2.149], [1.410, -5.259, -1.779], [2.564, -5.690, 0.362], [2.546, -3.974, 2.142], [1.370, -1.817, 1.765], [4.356, -1.776, -0.782], [3.548, -1.211, -1.960], [3.388, 0.247, -1.579], [3.197, 0.218, -0.154], [4.057, -0.810, 0.375], [5.421, -1.770, -1.013], [4.068, -2.798, -0.538], [2.568, -1.682, -2.022], [4.052, -1.341, -2.916], [2.520, 0.740, -2.009], [4.293, 0.825, -1.799], [3.527, -1.286, 1.196], [4.965, -0.342, 0.763]],
  "lowdin_charge": [1.146, -0.053, -0.277, -0.217, -0.031, -0.093, -0.092, -0.017, -0.192, -0.160, 0.052, -0.155, -0.200, -0.060, -0.005, -0.034, -0.174, -0.045, -0.093, -0.087, -0.027, -0.085, 0.104, 0.105, 0.084, 0.103, 0.100, 0.102, 0.105, 0.114, 0.109, 0.108, 0.098, 0.098, 0.100, -0.350, -0.223, -0.044, -0.072, -0.089, -0.085, -0.072, 0.121, 0.105, 0.103, 0.108, 0.098, -0.128, -0.139, -0.189, -0.279, -0.166, 0.110, 0.097, 0.089, 0.118, 0.110, 0.128, 0.094, 0.121],
  "largest_force_ev_per_a": 1.096,
  "s_squared": 0.7914,
  "multiplicity": 2,
  "charge": 0,
  "e_above_lowest_kcal_mol": 3.8,
  "orbital_gap_ha": [0.213, 0.250],
  "e_lumo_ev": [0.1, -0.3],
  "total_energy_ev": -41415.724
}

(2)
{
  "formula": "C28H26O4",
  "method": "ωB97M-V with the def2-TZVPD basis set",
  "symbols": ["C", "C", "O", "C", "C", "C", "O", "C", "C", "C", "O", "H", "H", "H", "H", "H", "H", "H", "H", "H", "H", "H", "C", "O", "C", "C", "C", "C", "C", "C", "C", "C", "C", "C", "C", "C", "C", "C", "C", "C", "C", "C", "C", "H", "H", "H", "H", "H", "H", "H", "H", "H", "H", "H", "H", "H", "H", "H"],
  "positions_angstrom": [[-4.320, -1.006, -2.748], [-3.315, 0.102, -2.594], [-2.031, -0.502, -2.302], [-1.064, 0.440, -2.153], [0.239, -0.192, -1.931], [1.447, 0.561, -2.230], [1.610, 1.772, -2.242], [2.571, -0.447, -2.531], [1.944, -1.833, -2.390], [0.416, -1.608, -2.350], [-1.300, 1.638, -2.190], [-5.318, -0.572, -2.850], [-4.120, -1.594, -3.650], [-4.323, -1.677, -1.883], [-3.228, 0.687, -3.522], [-3.590, 0.776, -1.769], [2.940, -0.275, -3.554], [3.417, -0.294, -1.848], [2.228, -2.493, -3.219], [2.273, -2.309, -1.456], [-0.095, -2.312, -1.679], [0.010, -1.784, -3.370], [1.653, -4.812, 3.799], [0.688, -4.485, 2.775], [0.701, -3.237, 2.236], [-0.352, -2.913, 1.343], [-0.466, -1.633, 0.848], [0.465, -0.626, 1.188], [0.264, 0.725, 0.724], [1.294, 1.748, 0.737], [0.658, 3.040, 0.707], [1.398, 4.212, 0.777], [2.793, 4.120, 0.851], [3.425, 2.865, 0.870], [2.683, 1.678, 0.822], [-0.778, 2.831, 0.730], [-1.021, 1.411, 0.783], [-2.312, 0.959, 1.039], [-3.357, 1.891, 1.109], [-3.115, 3.270, 1.001], [-1.810, 3.750, 0.835], [1.533, -0.979, 2.052], [1.676, -2.261, 2.549], [1.387, -5.827, 4.092], [2.675, -4.787, 3.400], [1.571, -4.134, 4.659], [-1.072, -3.686, 1.086], [-1.282, -1.391, 0.165], [0.870, 5.165, 0.777], [3.394, 5.028, 0.892], [4.514, 2.806, 0.921], [3.176, 0.707, 0.822], [-2.495, -0.101, 1.194], [-4.376, 1.529, 1.257], [-3.948, 3.971, 1.054], [-1.576, 4.813, 0.782], [2.236, -0.216, 2.378], [2.515, -2.510, 3.204]],
  "lowdin_charge": [-0.076, -0.226, -0.027, -0.472, -0.077, -0.388, 0.069, -0.100, -0.172, -0.148, 0.100, 0.077, 0.078, 0.077, 0.131, 0.114, 0.122, 0.111, 0.105, 0.105, 0.104, 0.135, -0.061, -0.087, -0.258, 0.018, -0.038, -0.157, 0.011, -0.116, -0.087, 0.003, -0.052, -0.058, -0.014, -0.094, -0.107, -0.001, -0.069, -0.056, 0.001, -0.006, -0.009, 0.091, 0.093, 0.097, 0.125, 0.107, 0.114, 0.106, 0.105, 0.111, 0.108, 0.105, 0.105, 0.115, 0.106, 0.107],
  "largest_force_ev_per_a": 1.500,
  "charge": 0,
  "e_above_lowest_kcal_mol": 17.0,
  "orbital_gap_ha": 0.187,
  "e_lumo_ev": -2.0,
  "total_energy_ev": -37646.065
}

(3)
{
  "formula": "C28H27Br4N5OY",
  "method": "ωB97M-V with the def2-TZVPD basis set",
  "symbols": ["Y", "Br", "C", "Br", "H", "H", "Br", "C", "C", "C", "N", "C", "C", "C", "C", "C", "Br", "C", "C", "N", "H", "H", "H", "H", "H", "H", "C", "C", "N", "C", "C", "C", "O", "C", "C", "C", "C", "N", "C", "H", "H", "H", "H", "H", "H", "H", "H", "H", "H", "H", "H", "H", "H", "N", "C", "C", "C", "C", "C", "C", "C", "H", "H", "H", "H", "H"],
  "positions_angstrom": [[1.561, 1.064, -0.464], [2.248, 1.142, 2.532], [4.166, 1.135, 2.227], [4.540, 1.162, 0.326], [4.574, 0.222, 2.647], [4.584, 2.031, 2.670], [2.191, 2.595, -7.167], [2.043, 2.143, -5.377], [1.969, 0.809, -4.986], [1.860, 0.538, -3.644], [1.831, 1.492, -2.690], [1.901, 2.795, -3.073], [2.003, 3.140, -4.404], [1.852, 3.822, -1.989], [1.887, 5.173, -2.264], [1.841, 6.090, -1.216], [1.891, 7.910, -1.568], [1.755, 5.621, 0.089], [1.717, 4.259, 0.284], [1.763, 3.361, -0.716], [1.994, 0.008, -5.711], [1.787, -0.492, -3.310], [2.059, 4.171, -4.716], [1.953, 5.544, -3.275], [1.718, 6.300, 0.929], [1.643, 3.867, 1.292], [-2.615, -5.166, 2.782], [-1.272, -4.854, 3.425], [-0.514, -3.804, 2.715], [-0.489, -2.476, 3.306], [-1.654, -1.582, 2.876], [0.091, -4.204, 1.578], [0.004, -5.348, 1.174], [0.959, -3.283, 0.701], [1.798, -3.984, -0.172], [2.660, -3.312, -1.024], [2.659, -1.937, -1.001], [1.822, -1.231, -0.220], [0.996, -1.903, 0.615], [-3.136, -5.907, 3.386], [-2.479, -5.578, 1.783], [-3.245, -4.278, 2.721], [-0.657, -5.751, 3.450], [-1.409, -4.508, 4.449], [0.483, -2.012, 3.132], [-0.551, -2.610, 4.385], [-1.733, -1.496, 1.789], [-1.544, -0.585, 3.313], [-2.596, -1.998, 3.230], [1.753, -5.065, -0.149], [3.328, -3.850, -1.682], [3.351, -1.373, -1.621], [0.346, -1.277, 1.208], [-0.670, 1.044, -0.257], [-1.830, 1.054, -0.255], [-3.237, 1.050, -0.230], [-3.893, 1.157, 1.008], [-5.271, 1.141, 1.032], [-5.985, 1.021, -0.157], [-5.331, 0.917, -1.382], [-3.954, 0.930, -1.431], [-3.321, 1.252, 1.922], [-5.794, 1.224, 1.975], [-7.066, 1.008, -0.129], [-5.901, 0.825, -2.296], [-3.431, 0.848, -2.375]],
  "lowdin_charge": [1.308, 0.707, -0.881, 0.717, 0.034, 0.033, 0.954, -0.646, -0.052, -0.091, -0.054, -0.180, -0.019, -0.188, -0.020, -0.649, 0.945, -0.053, -0.103, -0.059, 0.130, 0.114, 0.116, 0.115, 0.129, 0.093, -0.055, -0.171, -0.043, -0.203, -0.071, -0.391, 0.085, -0.030, 0.068, 0.012, -0.146, -0.125, -0.094, 0.090, 0.077, 0.066, 0.130, 0.123, 0.098, 0.127, 0.060, 0.077, 0.081, 0.144, 0.134, 0.107, 0.064, 0.082, -0.056, -0.218, -0.006, -0.026, 0.000, -0.026, -0.001, 0.122, 0.128, 0.132, 0.128, 0.127],
  "largest_force_ev_per_a": 0.849,
  "charge": 3,
  "orbital_gap_ha": 0.241,
  "e_lumo_ev": -9.3,
  "total_energy_ev": -320164.339
}